(1)
Density functional theory data (the ωB97M-V functional and the def2-TZVPD basis) for one molecule with the formula C5H12BO2P at a distorted geometry.

Structure (XYZ):
```
21
Properties=species:S:1:pos:R:3:forces:R:3
B 0.69352 -0.14790 -0.15127 2.407 -0.014 -3.092
C 1.21672 0.30906 2.06768 -0.021 -0.614 0.432
C 0.91321 1.70073 1.49103 3.260 1.432 1.085
C -0.12473 -2.35907 -1.24658 0.569 -0.532 -2.123
C -1.36768 -0.21963 -1.77515 2.225 -1.490 0.722
C 0.01921 -0.82620 -1.40403 0.312 0.203 -0.581
O 0.75736 -0.62109 1.08020 -0.344 0.297 4.696
O 1.17797 1.58480 0.19736 -1.913 0.108 -1.159
P -0.82373 2.26530 1.88429 -0.551 -1.276 1.343
H 2.31371 0.23331 2.28581 -0.648 -0.072 -0.640
H 0.70806 0.20384 3.03107 -0.110 -0.480 -0.231
H 1.58135 2.59645 1.93967 -1.440 -1.890 -0.675
H -0.69480 -2.79929 -0.45599 -0.431 0.397 0.971
H 0.87350 -2.87460 -1.23340 -0.885 0.489 -0.150
H -0.70408 -2.66375 -2.18308 0.965 0.012 0.971
H -1.96042 -0.60711 -0.98774 -1.387 -0.210 0.450
H -1.23672 0.80037 -1.65082 -0.368 2.233 -0.168
H -1.66776 -0.49481 -2.75418 -0.602 -0.233 -0.859
H 0.77307 -0.73191 -2.24358 -1.080 0.172 0.608
H -1.60280 1.38428 1.10065 0.180 -0.123 -0.215
H -0.84496 3.26720 1.00808 -0.136 1.592 -1.386
```
Positions in Å, forces in eV/Å.

The spin multiplicity is 3. The calculation puts the gap between HOMO and LUMO (alpha / beta) at 4.254 / 7.008 eV.

(2)
Density functional theory data (the ωB97M-V functional and the def2-TZVPD basis) for C24H47ClF7NbO9PS2 as an isolated structure at a distorted geometry.

Structure (XYZ):
```
92
Properties=species:S:1:pos:R:3:forces:R:3
C 2.17652 -3.47989 4.91240 0.189 -0.354 0.084
C 1.87372 -3.04018 3.40702 1.095 -0.480 1.423
C 1.30851 -1.57042 3.37072 0.890 0.116 0.166
Cl 0.25295 -1.23444 4.86535 0.510 -0.143 -0.523
Nb 0.04333 -0.98682 1.57573 -1.530 -1.078 3.097
F -1.44454 -0.37173 2.83922 1.383 -0.578 -2.279
C 1.53689 -1.59006 0.03934 -0.429 0.287 -0.751
O 2.53570 -2.59049 0.37688 0.662 0.741 -1.929
C 3.28000 -2.70460 -0.81575 1.891 -0.572 -2.677
C 2.84889 -3.58770 -1.91851 1.219 0.719 -0.410
C 3.58638 -3.66161 -3.19237 1.137 1.961 1.717
C 4.78365 -2.81835 -3.39938 -0.769 0.193 1.968
C 5.24993 -1.95155 -2.31416 -2.376 -1.235 0.887
C 4.48961 -1.89965 -1.04885 -0.773 -1.113 -0.901
C -1.25612 -0.28410 -0.22625 0.961 -0.373 -0.843
F -1.65663 -1.34344 -1.06876 -0.199 1.590 0.978
F -2.35859 0.48839 0.10244 1.053 -0.684 -1.305
F -0.35868 0.43289 -1.07008 -1.686 -0.097 0.620
P -1.16287 -3.29288 1.55269 -0.878 -0.785 0.223
O -2.74075 -3.21246 0.97383 1.080 0.342 1.171
O -1.32497 -3.69665 3.19934 -0.697 0.719 -1.873
S -0.16525 -4.62098 0.55422 -0.376 0.222 0.428
S 1.18902 1.32472 1.76399 -2.769 2.563 2.014
O 1.08704 1.65264 3.21278 1.251 -1.357 -1.276
O 0.47268 2.39858 1.04632 1.498 -1.113 -0.792
C 3.01607 1.32988 1.37188 2.709 1.593 -0.973
F 3.30402 1.62293 0.04535 -0.765 -0.627 1.679
F 3.68684 0.17459 1.65951 -1.129 1.335 -0.026
F 3.59613 2.37329 2.08809 -0.660 -1.552 -0.671
H 2.82169 -4.40390 4.96105 -0.583 0.814 -0.395
H 2.74562 -2.68717 5.47652 -0.732 -0.646 -0.578
H 1.23614 -3.74180 5.47311 0.924 0.502 -0.602
H 1.24862 -3.84604 2.96403 0.315 0.888 0.097
H 2.87893 -3.04301 2.89094 -1.263 0.138 0.204
H 2.19324 -0.88662 3.54372 -0.988 -0.697 -0.191
H 0.95556 -2.00548 -0.84790 0.271 0.576 0.940
H 2.05694 -0.67066 -0.38517 -0.529 -0.814 0.451
H 1.92400 -4.20632 -1.80686 0.916 0.649 0.035
H 3.25594 -4.31161 -4.03456 0.134 0.552 0.990
H 5.35914 -2.81067 -4.36173 -0.784 -0.195 1.026
H 6.14527 -1.29129 -2.37447 -0.840 -0.745 -0.233
H 4.80229 -1.22607 -0.21640 -0.167 -0.601 -0.873
H -3.17439 -2.43171 1.37105 0.081 -0.277 -0.340
H -2.07858 -3.16089 3.52592 0.611 -0.278 0.172
C -0.98946 2.29800 -4.76675 0.022 -0.100 -0.237
C -2.16430 3.10291 -4.23205 0.481 -0.209 0.512
C -1.69949 4.18724 -3.27136 -0.105 0.218 0.028
O -3.07188 2.23199 -3.56259 -0.276 0.031 -0.155
H -0.45860 1.79692 -3.95193 -0.007 0.135 0.043
H -1.33793 1.51674 -5.44611 -0.017 0.087 -0.006
H -0.28310 2.93735 -5.30193 0.008 -0.036 0.033
H -2.70762 3.55747 -5.06443 -0.148 -0.125 0.086
H -1.19214 3.74930 -2.40653 0.073 -0.050 -0.107
H -2.55329 4.75010 -2.88687 0.019 -0.011 -0.085
H -1.01428 4.88283 -3.76199 0.002 -0.019 0.048
H -2.60015 1.82438 -2.82405 -0.030 0.033 -0.069
C -6.21177 3.17180 0.61081 -0.286 0.033 0.012
C -5.33420 3.79494 1.68609 0.369 -0.475 -0.447
C -4.00826 4.26691 1.11129 0.131 0.217 0.075
O -5.09333 2.83885 2.71535 -0.219 0.109 0.258
H -5.72463 2.29685 0.17024 0.107 0.116 -0.031
H -7.15619 2.82736 1.03900 0.028 0.085 0.006
H -6.42934 3.88719 -0.18578 0.020 -0.062 -0.011
H -5.85733 4.63809 2.14419 0.020 -0.140 0.167
H -3.44675 3.42908 0.68737 -0.100 0.002 -0.056
H -3.38372 4.70182 1.89439 -0.072 0.006 -0.029
H -4.16064 5.01519 0.32951 0.030 -0.043 -0.003
H -4.63033 2.08868 2.32089 0.037 0.123 0.047
C -3.01518 -7.59087 -1.89875 0.013 -0.105 0.249
C -2.59265 -6.16266 -2.20689 -0.077 -0.342 -0.468
C -3.38200 -5.59208 -3.37511 -0.051 0.258 -0.020
O -1.20143 -6.13437 -2.51405 0.194 0.145 0.153
H -2.83222 -8.24523 -2.75758 -0.086 0.088 -0.069
H -2.43314 -7.99055 -1.06553 -0.053 0.096 0.008
H -4.07569 -7.64244 -1.64110 0.031 -0.031 -0.025
H -2.74035 -5.53739 -1.32369 0.252 0.014 -0.041
H -3.21151 -6.17875 -4.28400 -0.050 -0.108 0.075
H -3.06084 -4.57101 -3.59147 -0.036 -0.030 0.101
H -4.45343 -5.58383 -3.16161 0.027 -0.003 -0.042
H -1.05584 -6.68341 -3.29419 -0.084 0.050 0.083
C 3.67028 6.47419 3.28577 0.101 0.119 0.204
C 4.31263 6.40776 1.90838 -0.540 -0.446 0.081
C 3.26304 6.43237 0.80731 0.029 0.103 -0.217
O 5.08595 5.21567 1.80134 0.306 0.161 -0.037
H 3.01415 5.61450 3.45069 -0.052 0.058 -0.123
H 4.43397 6.44487 4.06636 -0.002 0.060 -0.068
H 3.08353 7.38832 3.40473 -0.012 -0.050 0.015
H 4.99804 7.24970 1.78167 0.124 -0.161 -0.015
H 2.59311 5.57123 0.88910 -0.015 0.062 0.122
H 3.73707 6.37334 -0.17507 0.018 0.060 0.064
H 2.66416 7.34527 0.85246 -0.017 -0.050 -0.009
H 4.48721 4.46667 1.91227 0.039 0.019 -0.030
```
Positions in Å, forces in eV/Å.

As for the charge: -1. The calculation puts the gap between HOMO and LUMO at 5.599 eV.

(3)
Density functional theory data (the ωB97M-V functional and the def2-TZVPD basis) for a 2-piece molecular cluster, C3H8NOS overall at a distorted geometry.

Structure (XYZ):
```
14
Properties=species:S:1:pos:R:3:forces:R:3
C -2.03320 1.91102 1.28100 3.090 -0.884 -1.601
N -2.49764 0.73877 0.78158 0.560 -0.086 -0.085
O -0.81692 2.29038 1.15954 -4.045 -0.622 0.747
H -2.86952 2.45772 1.70551 0.124 0.892 0.632
H -3.45262 0.41191 0.98797 1.017 0.485 -0.217
H -1.79954 0.09036 0.27624 -0.536 0.242 0.548
C 2.32496 -1.42380 -0.88107 1.062 -0.181 0.324
C 1.17844 -0.46620 -0.66043 -0.122 1.101 0.225
S -0.34412 -1.39083 -0.46449 -0.901 -0.309 0.054
H 2.17730 -1.92918 -1.83982 0.057 -0.053 0.118
H 2.41803 -2.19666 -0.10302 -0.456 0.159 -0.143
H 3.32370 -0.95352 -0.88187 -0.179 0.245 -0.252
H 1.10316 0.19194 -1.53811 0.034 -0.164 -0.028
H 1.28798 0.26810 0.17696 0.294 -0.825 -0.324
```
Positions in Å, forces in eV/Å.

As for the charge: -1. The calculation puts the gap between HOMO and LUMO at 6.264 eV. The value obtained for the energy relative to the best compared isomer or geometry (same formula, charge and spin) is 9.3 kcal per mole.

(4)
Density functional theory data (the ωB97M-V functional and the def2-TZVPD basis) for a 2-piece molecular cluster, C4H8N2O overall at a distorted geometry.

Structure (XYZ):
```
15
Properties=species:S:1:pos:R:3:forces:R:3
N -0.80815 -0.80724 -1.42906 0.202 -0.713 0.074
C -0.35162 0.37022 -1.95253 -0.758 0.622 0.365
N 0.31772 1.18086 -1.04896 0.584 0.588 0.153
O -0.71772 0.78087 -3.03107 -0.021 0.068 -0.448
H -0.29536 -1.27448 -0.70040 0.033 0.158 0.163
H -1.31830 -1.40718 -2.05352 0.150 0.086 -0.222
H 0.46166 2.13006 -1.35596 -0.049 -0.179 -0.459
H 1.10144 0.85040 -0.51023 -0.241 -0.426 0.073
C 1.54731 -1.08492 1.05200 -0.778 1.038 0.523
C 0.63256 -0.38509 1.42384 0.901 -1.484 0.259
C -0.52733 0.20379 2.06484 -0.258 0.389 -0.204
H 2.43597 -1.61295 0.84615 0.280 -0.246 -0.307
H -1.19530 0.62732 1.31399 -0.004 0.083 0.076
H -0.21437 0.98653 2.75625 -0.078 0.037 -0.043
H -1.06852 -0.55817 2.62466 0.037 -0.019 -0.001
```
Positions in Å, forces in eV/Å.

As for the SMILES: NC(N)=O.C#CC. The calculation puts the gap between HOMO and LUMO at 10.390 eV. The value obtained for the energy relative to the best compared isomer or geometry (same formula, charge and spin) is 47.2 kcal per mole.